Run 1
Computed, not measured: a 2-piece molecular cluster, C3H8O overall, with the ωB97M-V functional and the def2-TZVPD basis.

Results
Net charge: 0
LUMO level (hartree): 0.035
Orbital gap (eV): 10.7
Spin multiplicity: 1
Structure (SMILES): [H][H].CCC=O

Element x y z (Å)
1 H 0.725 -1.866 0.159
2 H 1.435 -1.626 0.173
3 C -1.473 0.259 -0.020
4 C -0.015 0.190 -0.461
5 C 1.132 0.369 0.427
6 O 2.265 0.029 0.149
7 H -1.575 0.786 0.932
8 H -1.968 -0.719 0.096
9 H -2.035 0.795 -0.788
10 H 0.154 -0.425 -1.350
11 H 0.491 1.265 -0.651
12 H 0.864 0.944 1.333

These are the Mulliken partial charges, in e, on atoms 1 to 5:
1. H 0.062
2. H -0.029
3. C -0.929
4. C -0.178
5. C -0.216

Run 2
Computed, not measured: one molecule with the formula C3H8O, with the ωB97M-V functional and the def2-TZVPD basis.

Results
Net charge: 0
LUMO level (hartree): 0.039
Orbital gap (eV): 11.2
Spin multiplicity: 1
Structure (SMILES): CC(C)O

Element x y z (Å)
1 C -0.373 1.213 -0.024
2 C 0.311 -0.081 0.397
3 C -0.421 -1.347 -0.005
4 O 1.679 -0.111 -0.061
5 H -0.706 1.254 -1.085
6 H -1.267 1.567 0.457
7 H 0.260 2.032 0.078
8 H 0.448 -0.236 1.434
9 H -0.811 -1.191 -0.991
10 H -1.136 -1.501 0.716
11 H 0.367 -2.055 -0.150
12 H 1.651 0.456 -0.765

These are the Mulliken partial charges, in e, on atoms 1 to 5:
1. C -1.473
2. C 0.544
3. C -1.305
4. O -0.538
5. H 0.348

Run 3
Computed, not measured: one molecule with the formula C3H8O, with the ωB97M-V functional and the def2-TZVPD basis.

Results
Net charge: 0
LUMO level (hartree): 0.042
Orbital gap (eV): 10.5
Spin multiplicity: 1
Structure (SMILES): CCOC

Element x y z (Å)
1 C -1.552 0.146 -0.042
2 C -0.356 -0.734 0.625
3 O 0.710 -0.026 1.201
4 C 1.727 0.407 0.329
5 H -1.483 0.351 -1.138
6 H -2.511 -0.374 0.089
7 H -1.515 1.082 0.485
8 H -0.308 -1.101 -0.369
9 H -0.773 -1.341 1.431
10 H 2.321 -0.438 -0.050
11 H 1.314 0.965 -0.522
12 H 2.382 1.077 0.897

These are the Mulliken partial charges, in e, on atoms 1 to 5:
1. C -1.096
2. C -0.271
3. O -0.336
4. C -0.636
5. H 0.295

Run 4
Computed, not measured: a 2-piece molecular cluster, C3H8O overall, with the ωB97M-V functional and the def2-TZVPD basis.

Results
Net charge: 0
LUMO level (hartree): 0.036
Orbital gap (eV): 10.7
Spin multiplicity: 1
Structure (SMILES): CC(C)=O.[H][H]

Element x y z (Å)
1 C -0.944 -0.604 0.496
2 C 0.171 0.370 0.187
3 C 1.588 -0.143 0.312
4 O -0.036 1.544 -0.046
5 H -1.912 -0.225 0.164
6 H -0.758 -1.592 0.064
7 H -0.970 -0.726 1.586
8 H 1.709 -1.178 -0.024
9 H 2.263 0.512 -0.242
10 H 1.862 -0.106 1.374
11 H -1.632 0.827 -2.178
12 H -1.340 1.320 -1.693

These are the Mulliken partial charges, in e, on atoms 1 to 5:
1. C -0.962
2. C 0.756
3. C -1.082
4. O -0.556
5. H 0.302

Top of the stability list: run 2, leading by 0.152 eV.

Run 1
Computed, not measured: a 2-piece molecular cluster, C3H8O overall, with the ωB97M-V functional and the def2-TZVPD basis.

Results
Net charge: 0
LUMO level (hartree): 0.033
Orbital gap (eV): 11.1
Spin multiplicity: 1
Structure (SMILES): C=C.CO

Element x y z (Å)
1 C 2.844 -0.091 0.203
2 C 1.699 0.032 -0.272
3 H 3.365 0.951 0.542
4 H 3.218 -1.065 0.357
5 H 1.353 1.061 -0.620
6 H 1.114 -0.797 -0.682
7 C -2.455 -0.350 0.069
8 O -1.324 0.531 0.028
9 H -2.135 -1.165 -0.564
10 H -2.679 -0.765 1.066
11 H -3.317 0.200 -0.417
12 H -1.683 1.456 0.288

These are the Mulliken partial charges, in e, on atoms 1 to 5:
1. C -0.294
2. C -0.510
3. H 0.157
4. H 0.269
5. H 0.156

Run 2
Computed, not measured: a 2-piece molecular cluster, C3H8O overall, with the ωB97M-V functional and the def2-TZVPD basis.

Results
Net charge: 0
LUMO level (spin up / spin down) (hartree): 0.004 / 0.031
Orbital gap (spin up / spin down) (eV): 7.3 / 9.0
Spin multiplicity: 1

Element x y z (Å)
1 C -1.136 0.378 -0.143
2 C -0.001 -0.430 0.355
3 C 1.160 0.292 -0.282
4 O -2.397 -0.088 -0.243
5 H -2.387 -1.044 -0.380
6 H -1.136 1.446 0.040
7 H 2.044 -0.239 1.079
8 H 0.096 -0.507 1.461
9 H -0.045 -1.455 -0.024
10 H 1.916 -0.278 -0.810
11 H 1.457 1.241 0.154
12 H 0.428 0.685 -1.208

These are the Mulliken partial charges, in e, on atoms 1 to 5:
1. C -0.464
2. C -0.073
3. C -1.520
4. O -0.458
5. H 0.314

Run 3
Computed, not measured: one molecule with the formula C3H8O, with the ωB97M-V functional and the def2-TZVPD basis.

Results
Net charge: 0
LUMO level (hartree): 0.043
Orbital gap (eV): 11.1
Spin multiplicity: 1
Structure (SMILES): CCOC

Element x y z (Å)
1 C -1.778 0.074 0.237
2 C -0.302 -0.343 0.423
3 O 0.482 0.747 0.092
4 C 1.797 0.316 0.062
5 H -1.907 0.584 -0.724
6 H -2.410 -0.812 0.256
7 H -2.179 0.767 1.005
8 H 0.287 -1.255 -0.237
9 H -0.100 -0.678 1.456
10 H 1.679 -0.789 -0.451
11 H 2.365 1.161 -0.378
12 H 2.186 0.117 1.076

These are the Mulliken partial charges, in e, on atoms 1 to 5:
1. C -1.135
2. C -0.040
3. O -0.288
4. C -0.523
5. H 0.291

Top of the stability list: run 3, leading by 0.604 eV.

Run 1
Computed, not measured: an isolated ion of composition C5H12NO and charge +1, with the ωB97M-V functional and the def2-TZVPD basis.

Results
Net charge: +1
LUMO level (hartree): -0.146
Orbital gap (eV): 10.8
Spin multiplicity: 1
Structure (SMILES): CC(C)[C@H]([NH3+])C=O

Element x y z (Å)
1 C 0.581 -1.376 1.199
2 C 0.689 -0.264 0.189
3 C 0.698 -0.714 -1.337
4 C -0.304 0.829 0.527
5 N -1.730 0.437 -0.007
6 C 0.125 2.033 -0.191
7 O -0.219 2.349 -1.379
8 H 1.244 -2.199 0.948
9 H -0.328 -1.696 1.306
10 H 0.625 -1.134 2.255
11 H 1.655 0.101 0.178
12 H 0.808 0.078 -2.080
13 H -0.200 -1.439 -1.537
14 H 1.730 -1.312 -1.362
15 H -0.369 0.991 1.603
16 H -2.414 1.164 0.051
17 H -1.786 0.084 -0.993
18 H -1.978 -0.399 0.442
19 H 1.173 2.467 0.188

These are the Mulliken partial charges, in e, on atoms 1 to 5:
1. C -1.799
2. C 0.260
3. C -1.347
4. C 0.213
5. N -0.313

Run 2
Computed, not measured: an isolated ion of composition C5H12NO and charge +1, with the ωB97M-V functional and the def2-TZVPD basis.

Results
Net charge: +1
LUMO level (hartree): -0.123
Orbital gap (eV): 10.0
Spin multiplicity: 1
Structure (SMILES): C=CC[C@H]([NH3+])CO

Element x y z (Å)
1 C -0.141 1.227 2.329
2 C 0.877 0.835 1.512
3 C 0.634 0.740 0.062
4 C 0.588 -0.509 -0.684
5 N 0.158 -0.075 -2.053
6 C -0.433 -1.550 0.022
7 O -1.694 -1.108 -0.609
8 H -0.110 1.224 3.502
9 H -1.075 1.635 1.919
10 H 1.936 0.812 1.911
11 H 1.373 1.425 -0.366
12 H -0.301 1.305 -0.236
13 H 1.582 -0.834 -0.849
14 H -0.003 -0.646 -2.791
15 H 0.670 0.743 -2.442
16 H -0.898 -0.094 -1.827
17 H -0.385 -2.565 -0.367
18 H -0.130 -1.307 1.080
19 H -2.648 -1.257 -0.115

These are the Mulliken partial charges, in e, on atoms 1 to 5:
1. C -0.620
2. C -0.519
3. C -0.743
4. C 0.115
5. N -0.308

Top of the stability list: run 1, leading by 0.762 eV.

Run 1
Computed, not measured: one molecule with the formula C9H7NO, with the ωB97M-V functional and the def2-TZVPD basis.

Results
Net charge: 0
LUMO level (hartree): 0.028
Orbital gap (eV): 9.4
Spin multiplicity: 1
Structure (SMILES): c1ccc(-c2ccco2)nc1

Element x y z (Å)
1 C 0.570 3.013 -0.189
2 C 1.056 2.216 -1.138
3 C 0.811 0.796 -0.991
4 C -0.070 0.455 -0.002
5 C -0.294 -1.055 0.196
6 C 0.291 -2.059 0.887
7 C -0.421 -3.271 0.646
8 C -1.404 -2.886 -0.191
9 O -1.402 -1.606 -0.483
10 N -0.606 1.227 0.865
11 C -0.366 2.555 0.766
12 H 0.633 4.071 -0.093
13 H 1.716 2.663 -1.931
14 H 1.197 0.129 -1.827
15 H 1.419 -1.908 1.468
16 H -0.038 -4.269 1.173
17 H -2.169 -3.340 -0.691
18 H -0.922 3.271 1.535

These are the Mulliken partial charges, in e, on atoms 1 to 5:
1. C -0.364
2. C -0.485
3. C -0.203
4. C 0.418
5. C 0.146

Run 2
Computed, not measured: C9H7NO as an isolated structure, with the ωB97M-V functional and the def2-TZVPD basis.

Results
Net charge: 0
LUMO level (hartree): -0.021
Orbital gap (eV): 7.4
Spin multiplicity: 1

Element x y z (Å)
1 C -1.289 0.678 -0.107
2 C -2.230 -0.375 -0.193
3 C -1.840 -1.677 -0.210
4 C -0.402 -1.960 0.144
5 C 0.456 -0.932 -0.041
6 C 2.723 -0.335 -0.140
7 C 2.311 1.112 -0.008
8 C 0.955 1.484 -0.054
9 C 0.033 0.368 0.021
10 H -1.670 2.903 0.571
11 H -3.297 -0.172 -0.403
12 H -2.664 -2.348 0.117
13 H -0.150 -3.093 0.843
14 H 3.743 -0.670 -0.209
15 H 2.912 1.993 -0.023
16 H 0.770 2.538 -0.040
17 N 1.853 -1.239 -0.207
18 O -2.213 1.726 -0.062

These are the Mulliken partial charges, in e, on atoms 1 to 5:
1. C 0.692
2. C -0.270
3. C -0.617
4. C -0.236
5. C 0.208

Top of the stability list: run 1, leading by 3.189 eV.